*w*
Computed, not measured: a structure of composition C3H6N4, with ωB97M-V/def2-TZVPD.

* HOMO-LUMO gap (alpha / beta): 8.65 / 8.66 eV
* charge: 0
* highest occupied orbital energy (alpha / beta): -8.34 / -8.34 eV
* LUMO level (alpha / beta): 0.31 / 0.31 eV

Last column: natural (NBO) charge in e.
Geometry (Å):
C: -1.245 0.963 0.363  -0.64
N: 1.034 1.167 -0.797  -0.57
C: 0.572 -0.958 0.140  0.42
C: 0.133 0.482 0.031  0.11
N: 0.335 -2.066 -0.553  -0.76
N: 1.221 0.656 1.029  -0.06
N: 1.534 -0.665 1.010  -0.35
H: 0.708 2.126 -0.942  0.33
H: -0.444 -2.113 -1.189  0.41
H: 0.936 -2.867 -0.418  0.41
H: -1.224 2.034 0.577  0.23
H: -1.915 0.799 -0.486  0.22
H: -1.647 0.444 1.236  0.23

---

*x*
Computed, not measured: an isolated molecule of C3H6N4, with ωB97M-V/def2-TZVPD.

* HOMO-LUMO gap: 9.02 eV
* charge: 0
* highest occupied orbital energy: -8.10 eV
* LUMO level: 0.92 eV

Last column: natural (NBO) charge in e.
Geometry (Å):
C: 1.755 -1.059 -0.044  -0.43
C: -1.654 -0.536 -0.028  0.18
C: 0.103 0.896 0.019  0.54
H: 2.246 -0.560 -0.937  0.21
H: 1.736 -2.147 -0.136  0.24
H: 2.180 -0.765 1.021  0.21
H: -2.749 -0.817 0.109  0.20
H: -1.949 1.539 0.075  0.42
H: 1.931 1.443 0.195  0.35
N: 0.375 -0.526 0.154  -0.29
N: -0.698 -1.344 -0.077  -0.26
N: -1.275 0.820 -0.006  -0.60
N: 0.937 1.836 -0.073  -0.77

---

Energy ordering: *x* at the bottom, the next structure 65.1 kcal/mol above.

---

*w*
Computed, not measured: an isolated molecule of C3H3N3O, with ωB97M-V/def2-TZVPD.

* HOMO-LUMO gap: 8.73 eV
* charge: 0
* highest occupied orbital energy: -9.11 eV
* LUMO level: -0.38 eV

Last column: natural (NBO) charge in e.
Geometry (Å):
C: -0.736 0.292 0.443  0.09
C: 0.293 -0.626 0.501  -0.04
C: 0.347 0.586 -1.368  0.17
H: 0.595 -1.376 1.236  0.24
H: 1.750 -0.919 -1.082  0.42
H: 0.771 0.946 -2.277  0.20
N: -1.766 0.523 1.409  0.14
N: 1.016 -0.396 -0.641  -0.52
N: -0.633 1.064 -0.684  -0.41
O: -1.637 -0.095 2.462  -0.30

---

*x*
Computed, not measured: a structure of composition C3H3N3O, with ωB97M-V/def2-TZVPD.

* HOMO-LUMO gap (alpha / beta): 8.79 / 8.79 eV
* charge: 0
* highest occupied orbital energy (alpha / beta): -9.23 / -9.23 eV
* LUMO level (alpha / beta): -0.44 / -0.44 eV

Last column: natural (NBO) charge in e.
Geometry (Å):
N: 2.310 -0.577 0.725  -0.58
C: 1.217 -0.720 0.235  0.56
N: -1.313 2.111 -0.176  0.20
N: -1.243 1.355 -1.067  -0.17
O: -0.718 0.953 1.048  -0.62
C: -1.009 0.084 0.043  0.30
C: -0.020 -0.942 -0.213  -0.53
H: 3.062 -0.132 0.206  0.41
H: -2.042 -0.264 -0.070  0.19
H: -0.244 -1.868 -0.731  0.26

---

Energy ordering: *w* at the bottom, the next structure 61.9 kcal/mol above.

---

*w*
Computed, not measured: an isolated molecule of C3H3N3O, with ωB97M-V/def2-TZVPD.

* HOMO-LUMO gap: 9.62 eV
* charge: 0
* highest occupied orbital energy: -10.10 eV
* LUMO level: -0.49 eV

Last column: natural (NBO) charge in e.
Geometry (Å):
N: 2.078 -0.218 0.453  -0.57
C: 0.988 0.251 0.058  0.38
N: 0.613 1.488 -0.659  -0.15
N: -0.446 0.994 -1.115  -0.05
O: -1.557 0.032 1.672  -0.47
C: -1.529 -0.475 0.577  0.43
C: -0.348 -0.346 -0.391  -0.30
H: 2.853 0.450 0.384  0.37
H: -2.401 -1.015 0.146  0.13
H: -0.250 -1.161 -1.125  0.23

---

*x*
Computed, not measured: a cluster of 2 separate species, C3H3N3O in total, with ωB97M-V/def2-TZVPD.

* HOMO-LUMO gap: 9.75 eV
* charge: 0
* highest occupied orbital energy: -9.07 eV
* LUMO level: 0.69 eV

Last column: natural (NBO) charge in e.
Geometry (Å):
N: 2.278 -0.330 0.839  -0.62
C: 1.205 -0.444 0.268  0.48
N: -0.401 1.137 -1.643  0.01
N: -1.393 1.542 -1.371  -0.04
O: -1.426 -0.437 1.784  -0.48
C: -1.233 -0.125 0.641  0.43
C: -0.026 -0.664 -0.145  -0.58
H: 3.070 0.185 0.473  0.39
H: -1.892 0.576 0.050  0.13
H: -0.181 -1.441 -0.896  0.27

---

Energy ordering: *x* at the bottom, the next structure 29.8 kcal/mol above.

---

*w*
Computed, not measured: an isolated molecule of C3H3N3O, with ωB97M-V/def2-TZVPD.

* HOMO-LUMO gap: 10.59 eV
* charge: 0
* highest occupied orbital energy: -9.58 eV
* LUMO level: 1.00 eV

Last column: natural (NBO) charge in e.
Geometry (Å):
O: -1.350 -0.093 -2.114  -0.53
C: -0.645 -0.168 -1.165  0.76
N: 0.743 -0.240 -1.072  -0.52
N: 0.614 -0.796 0.257  -0.09
C: 0.699 0.317 1.153  -0.08
C: -0.615 0.475 1.226  -0.07
N: -0.904 -0.545 0.229  -0.31
H: 1.160 -0.851 -1.764  0.40
H: 1.584 0.885 1.376  0.22
H: -1.286 1.017 1.875  0.23

---

*x*
Computed, not measured: a cluster of 2 separate species, C3H3N3O in total, with ωB97M-V/def2-TZVPD.

* HOMO-LUMO gap: 10.00 eV
* charge: 0
* highest occupied orbital energy: -9.69 eV
* LUMO level: 0.31 eV

Last column: natural (NBO) charge in e.
Geometry (Å):
N: -0.914 -0.953 -1.588  -0.61
C: -0.678 -0.339 -0.570  0.53
N: 1.961 -0.351 -1.938  -0.02
N: 2.019 -0.560 -0.858  0.02
O: 1.262 0.050 1.906  -0.52
C: 0.146 0.488 1.735  0.41
C: -0.737 0.320 0.577  -0.58
H: -0.955 -0.451 -2.467  0.40
H: -0.365 1.070 2.530  0.11
H: -1.737 0.727 0.674  0.26

---

Energy ordering: *x* at the bottom, the next structure 70.7 kcal/mol above.

---

*w*
Computed, not measured: an isolated molecule of C3H3N3O, with ωB97M-V/def2-TZVPD.

* HOMO-LUMO gap: 8.40 eV
* charge: 0
* highest occupied orbital energy: -9.76 eV
* LUMO level: -1.36 eV

Last column: natural (NBO) charge in e.
Geometry (Å):
C: -1.058 0.772 -1.017  0.35
C: 0.020 0.021 -0.408  0.05
C: 1.200 -0.850 1.158  0.14
H: -1.648 0.993 0.681  0.53
H: -1.039 0.804 -2.190  0.24
H: 1.390 -1.333 2.082  0.21
N: -0.034 -0.331 0.945  -0.51
N: 1.957 -0.861 -0.028  -0.24
N: 1.252 -0.315 -0.995  -0.18
O: -2.039 1.101 -0.228  -0.59

---

*x*
Computed, not measured: an isolated molecule of C3H3N3O, with ωB97M-V/def2-TZVPD.

* HOMO-LUMO gap: 10.53 eV
* charge: 0
* highest occupied orbital energy: -10.44 eV
* LUMO level: 0.09 eV

Last column: natural (NBO) charge in e.
Geometry (Å):
C: -0.915 0.278 0.417  0.70
C: 1.021 -0.905 0.284  0.26
C: 0.404 0.381 -1.479  0.28
H: -2.096 0.230 1.918  0.51
H: 1.925 -1.482 0.749  0.20
H: 0.999 0.926 -2.220  0.20
N: 0.042 -0.455 1.205  -0.52
N: 1.246 -0.626 -1.085  -0.49
N: -0.569 0.862 -0.792  -0.51
O: -2.058 0.792 1.001  -0.62

---

Energy ordering: *x* at the bottom, the next structure 17.6 kcal/mol above.

---

*w*
Computed, not measured: an isolated molecule of C3H3N3O, with ωB97M-V/def2-TZVPD.

* HOMO-LUMO gap: 9.20 eV
* charge: 0
* highest occupied orbital energy: -9.60 eV
* LUMO level: -0.40 eV

Last column: natural (NBO) charge in e.
Geometry (Å):
C: -1.117 -0.419 0.115  0.57
C: 1.486 -0.211 -0.127  -0.22
C: 0.816 0.961 -0.048  0.16
H: -2.667 0.690 -0.178  0.38
H: 2.564 -0.278 -0.447  0.23
H: 1.127 1.934 0.045  0.21
N: -2.323 -0.363 -0.204  -0.60
N: -0.313 -1.620 0.239  -0.16
N: 0.873 -1.558 0.155  -0.06
O: -0.446 0.865 0.450  -0.51

---

*x*
Computed, not measured: an isolated molecule of C3H3N3O, with ωB97M-V/def2-TZVPD.

* HOMO-LUMO gap: 8.48 eV
* charge: 0
* highest occupied orbital energy: -8.51 eV
* LUMO level: -0.03 eV

Last column: natural (NBO) charge in e.
Geometry (Å):
O: -1.747 0.196 1.238  -0.46
C: -1.514 0.732 0.205  0.83
N: 0.017 -0.633 1.495  -0.25
N: 0.988 -0.200 0.845  -0.20
C: 1.063 -0.253 -0.530  -0.10
C: 0.061 0.101 -1.381  -0.05
N: -1.150 0.608 -0.957  -0.53
H: 0.041 -0.190 2.434  0.34
H: 2.079 -0.384 -0.887  0.22
H: 0.163 0.023 -2.461  0.22

---

*y*
Computed, not measured: an isolated molecule of C3H3N3O, with ωB97M-V/def2-TZVPD.

* HOMO-LUMO gap: 8.29 eV
* charge: 0
* highest occupied orbital energy: -8.04 eV
* LUMO level: 0.25 eV

Last column: natural (NBO) charge in e.
Geometry (Å):
O: 2.118 -2.329 0.016  -0.66
C: 1.471 -1.577 0.895  0.36
C: -1.107 2.771 -0.233  0.07
N: -0.584 1.734 -0.273  0.01
N: 0.140 0.703 -0.266  -0.38
C: -0.493 -0.436 0.229  0.24
N: 0.169 -1.449 0.604  -0.54
H: 1.539 -2.599 -0.725  0.46
H: -1.666 3.632 -0.523  0.26
H: -1.587 -0.450 0.276  0.17

---

*z*
Computed, not measured: a cluster of 3 separate species, C3H3N3O in total, with ωB97M-V/def2-TZVPD.

* HOMO-LUMO gap (alpha / beta): 8.62 / 8.53 eV
* charge: 0
* highest occupied orbital energy (alpha / beta): -9.62 / -9.83 eV
* LUMO level (alpha / beta): -1.00 / -1.31 eV

Last column: natural (NBO) charge in e.
Geometry (Å):
C: -0.858 -0.112 -0.115  0.70
C: 2.125 0.732 0.177  -0.09
O: -1.539 0.693 -0.840  -0.62
N: -0.032 -0.861 0.315  -0.22
N: 0.981 0.849 -0.304  -0.36
C: -2.084 -1.711 0.312  0.07
N: -2.818 -2.580 0.540  -0.43
H: -1.087 1.562 -0.850  0.54
H: 2.855 1.520 -0.045  0.20
H: 2.458 -0.093 0.811  0.20

---

Energy ordering: *w* at the bottom, the next structure 19.8 kcal/mol above.

---

*w*
Computed, not measured: an isolated molecule of C4H6N2O, with ωB97M-V/def2-TZVPD.

* HOMO-LUMO gap: 8.04 eV
* charge: 0
* highest occupied orbital energy: -7.26 eV
* LUMO level: 0.77 eV

Last column: natural (NBO) charge in e.
Geometry (Å):
N: 0.427 -1.315 0.710  -0.65
C: -0.454 -0.152 1.146  -0.39
C: 0.127 1.031 0.508  0.66
O: 0.489 2.102 1.179  -0.63
N: 0.214 1.024 -0.802  -0.55
C: -0.056 -0.346 -1.291  -0.31
C: -0.748 -0.973 -0.082  -0.13
H: 0.866 -0.947 -0.989  0.28
H: 0.379 -2.118 1.318  0.37
H: 0.262 1.880 2.102  0.52
H: 0.666 1.747 -1.348  0.41
H: -0.562 -0.302 -2.267  0.21
H: -1.610 -1.630 -0.184  0.21

---

*x*
Computed, not measured: a cluster of 2 separate species, C4H6N2O in total, with ωB97M-V/def2-TZVPD.

* HOMO-LUMO gap: 8.59 eV
* charge: 0
* highest occupied orbital energy: -7.98 eV
* LUMO level: 0.61 eV

Last column: natural (NBO) charge in e.
Geometry (Å):
C: -1.012 0.673 -1.535  -0.26
C: -1.375 0.528 -0.313  0.38
C: 1.650 -1.115 2.206  0.73
C: 2.795 -0.534 1.966  -0.78
N: -2.018 0.691 -2.598  -0.83
N: -1.529 0.376 0.896  -0.62
O: 0.691 -1.669 2.591  -0.47
H: 0.027 0.825 -1.918  0.23
H: 3.028 0.495 2.428  0.27
H: -1.573 1.007 -3.452  0.36
H: 3.398 -0.652 1.191  0.25
H: -2.510 -0.156 -2.861  0.37
H: -1.571 -0.468 1.398  0.39

---

Energy ordering: *x* at the bottom, the next structure 15.6 kcal/mol above.

---

*w*
Computed, not measured: an isolated molecule of C4H6N2O, with ωB97M-V/def2-TZVPD.

* HOMO-LUMO gap: 9.91 eV
* charge: 0
* highest occupied orbital energy: -9.51 eV
* LUMO level: 0.40 eV

Last column: natural (NBO) charge in e.
Geometry (Å):
C: 2.371 0.142 0.135  0.68
C: -1.954 0.871 0.276  -0.03
C: 1.388 -1.058 0.019  -0.49
C: 0.180 0.350 -0.330  0.13
N: -0.730 0.720 0.592  -0.44
N: 1.413 1.102 -0.203  -0.64
O: 3.562 0.275 0.296  -0.57
H: -2.667 1.101 1.065  0.19
H: -2.281 0.898 -0.842  0.15
H: 1.438 -1.886 -0.688  0.23
H: 1.291 -1.618 0.961  0.23
H: -0.155 0.183 -1.336  0.16
H: 1.414 2.067 0.021  0.40

---

*x*
Computed, not measured: an isolated molecule of C4H6N2O, with ωB97M-V/def2-TZVPD.

* HOMO-LUMO gap: 10.05 eV
* charge: 0
* highest occupied orbital energy: -9.37 eV
* LUMO level: 0.67 eV

Last column: natural (NBO) charge in e.
Geometry (Å):
N: -2.200 -0.302 -0.003  -0.82
C: -0.854 -0.108 0.479  0.03
C: -0.196 1.162 -0.010  -0.14
C: 1.072 0.869 -0.300  -0.33
C: 1.198 -0.595 -0.092  0.50
O: 2.350 -1.268 -0.275  -0.65
N: 0.123 -1.182 0.268  -0.48
H: -2.210 -0.487 -1.002  0.36
H: -2.597 -1.118 0.451  0.37
H: -0.692 2.127 -0.020  0.23
H: 1.870 1.542 -0.603  0.22
H: 3.055 -0.637 -0.466  0.48
H: -0.920 -0.004 1.573  0.21

---

*y*
Computed, not measured: an isolated molecule of C4H6N2O, with ωB97M-V/def2-TZVPD.

* HOMO-LUMO gap (alpha / beta): 6.29 / 5.96 eV
* charge: 0
* highest occupied orbital energy (alpha / beta): -6.79 / -6.59 eV
* LUMO level (alpha / beta): -0.50 / -0.63 eV

Last column: natural (NBO) charge in e.
Geometry (Å):
C: -0.536 0.737 1.032  0.12
C: 0.807 1.011 0.791  -0.20
C: 1.121 -0.090 -0.703  0.16
C: -0.020 -1.228 -0.465  0.00
O: -1.563 1.264 0.336  -0.63
N: 1.917 0.370 0.216  -0.35
N: -0.971 -1.286 -1.319  -0.69
H: -1.255 1.432 -0.573  0.48
H: -1.492 -2.165 -1.240  0.34
H: -0.858 0.302 1.974  0.19
H: 1.206 1.774 1.466  0.19
H: 1.400 -0.094 -1.759  0.20
H: 0.243 -2.028 0.244  0.19

---

*z*
Computed, not measured: an isolated molecule of C4H6N2O, with ωB97M-V/def2-TZVPD.

* HOMO-LUMO gap: 8.99 eV
* charge: 0
* highest occupied orbital energy: -8.18 eV
* LUMO level: 0.81 eV

Last column: natural (NBO) charge in e.
Geometry (Å):
C: -0.990 1.303 1.339  -0.63
C: -0.363 0.374 0.342  0.11
C: -0.255 0.581 -0.998  -0.14
N: 0.560 -0.451 -1.472  -0.56
C: 0.838 -1.218 -0.397  0.63
O: 1.560 -2.336 -0.598  -0.67
N: 0.322 -0.780 0.716  -0.54
H: -0.211 1.865 1.869  0.22
H: -1.576 0.766 2.088  0.22
H: -1.638 2.050 0.865  0.22
H: -0.792 1.288 -1.614  0.22
H: 0.984 -0.612 -2.373  0.42
H: 1.559 -2.831 0.232  0.50

---

Energy ordering: *z* at the bottom, the next structure 20.9 kcal/mol above.